1.
Here is C31H44Br14FIO3 as an isolated structure in a non-equilibrium geometry from the Open Molecules 2025 dataset. Energies are from ωB97M-V with the def2-TZVPD basis set.

Results
E_HOMO (eV): -8.785
Max |F| (hartree/bohr): 0.08031
Frontier orbital gap (hartree): 0.262

The geometry in ORCA input format:
```
! wB97M-V def2-TZVPD RIJCOSX def2/J DEFGRID3
* xyz 0 1
C 0.608 3.236 -1.525
C -0.315 2.656 -2.699
I 0.683 2.979 -4.650
C -0.690 1.099 -2.566
C 0.207 0.274 -1.540
C -0.416 -0.312 -0.418
F -1.823 -0.150 -0.162
C 0.421 -1.209 0.635
O -0.231 -2.092 1.239
C 1.968 -0.921 0.754
C 2.733 -1.261 2.049
C 2.122 -1.863 3.385
C 2.236 -0.684 4.514
C 1.273 0.524 4.043
O 2.041 1.699 3.600
C 4.280 -0.985 2.057
C 4.974 -0.364 0.824
C 4.197 0.023 -0.494
C 5.033 0.706 -1.663
Br 5.346 -0.473 -3.245
C 4.480 2.185 -2.077
C 4.062 2.889 -0.680
Br 6.072 3.229 -2.740
C 2.684 -0.278 -0.496
C 1.792 0.053 -1.760
O 2.184 0.127 -2.948
H 1.675 2.898 -1.729
H 0.544 4.385 -1.585
H 0.171 2.876 -0.535
H -1.291 3.247 -2.764
H -1.822 0.944 -2.390
H -0.499 0.630 -3.606
H 2.774 -2.722 3.800
H 1.025 -2.154 3.336
H 3.326 -0.355 4.639
H 1.798 -1.101 5.480
H 0.633 0.222 3.137
H 0.590 0.870 4.908
H 1.428 2.459 3.541
H 4.892 -1.224 2.990
H 6.091 -0.138 0.851
H 6.083 0.912 -1.228
H 3.640 2.145 -2.843
H 4.894 2.637 0.078
H 3.054 2.499 -0.275
H 4.021 4.025 -0.759
Br 7.300 -3.823 2.858
C 6.388 -4.846 1.471
C 6.549 -4.199 0.118
Br 5.379 -2.646 -0.062
H 5.348 -4.944 1.781
H 6.861 -5.829 1.486
H 6.242 -4.883 -0.675
H 7.565 -3.856 -0.079
Br -3.830 0.494 -3.727
C -4.600 -0.107 -2.040
C -6.086 -0.333 -2.169
Br -7.061 1.356 -2.167
H -4.340 0.637 -1.288
H -4.088 -1.043 -1.812
H -6.466 -0.881 -1.307
H -6.364 -0.860 -3.081
Br -10.174 -1.655 2.387
C -9.197 0.031 2.439
C -8.299 0.181 1.237
Br -6.693 -0.910 1.414
H -8.658 0.057 3.386
H -9.966 0.805 2.443
H -7.937 1.207 1.152
H -8.778 -0.107 0.301
Br 1.833 5.832 -8.409
C 3.396 6.627 -7.558
C 3.502 6.211 -6.111
Br 2.232 7.187 -5.000
H 3.317 7.705 -7.692
H 4.249 6.255 -8.127
H 4.484 6.464 -5.709
H 3.312 5.150 -5.952
Br -5.184 -3.830 -1.520
C -4.326 -3.313 0.153
C -3.603 -4.477 0.782
Br -4.851 -5.701 1.646
H -5.103 -2.892 0.791
H -3.620 -2.527 -0.122
H -2.944 -4.133 1.580
H -3.026 -5.064 0.067
Br -2.484 -1.616 3.253
C -3.206 -2.206 4.966
C -4.695 -2.420 4.882
Br -5.657 -0.725 4.912
H -2.918 -1.462 5.709
H -2.693 -3.145 5.181
H -5.057 -2.965 5.755
H -5.003 -2.946 3.978
*
```

=====

2.
Here is one molecule with the formula C5H11NO in a non-equilibrium geometry from the Open Molecules 2025 dataset. Energies are from ωB97M-V with the def2-TZVPD basis set.

Results
Relative energy (zero: lowest compared OMol25 entry of this formula, charge and spin) (kcal/mol): 45.15
E_HOMO (eV): -9.860
Max |F| (hartree/bohr): 0.05798
Frontier orbital gap (hartree): 0.396

The geometry in ORCA input format:
```
! wB97M-V def2-TZVPD RIJCOSX def2/J DEFGRID3
* xyz 0 1
C 1.280 0.025 -1.566
C 1.751 -0.164 -0.083
C 0.691 0.501 0.955
C -0.489 -0.426 1.170
N -1.764 0.338 0.878
C -2.385 0.252 -0.364
O -2.215 -0.582 -1.249
H 1.959 -0.556 -2.161
H 1.431 1.078 -1.792
H 0.333 -0.493 -1.876
H 1.727 -1.323 -0.119
H 2.823 0.173 0.119
H 0.402 1.422 0.448
H 1.228 0.678 1.889
H -0.730 -1.038 2.122
H -0.456 -1.184 0.386
H -2.460 0.286 1.649
H -3.125 1.013 -0.404
*
```